No. 1
Molecular formula: C36H53LaN8O8SSi3
Method: DFT, ωB97M-V/def2-TZVPD

```
110
C36H53LaN8O8SSi3, DFT ωB97M-V/def2-TZVPD
La -8.294 -17.476 6.983
O -7.961 -11.219 9.426
C -7.969 -12.513 8.946
C -7.001 -12.914 8.040
C -7.195 -14.193 7.534
N -8.176 -15.034 7.938
C -9.067 -14.653 8.827
C -9.018 -13.314 9.317
C -9.991 -15.682 9.347
O -10.690 -15.372 10.330
O -9.865 -16.820 8.805
C -6.347 -14.707 6.389
O -5.561 -13.979 5.809
O -6.685 -15.855 6.031
H -7.223 -10.713 9.102
H -6.200 -12.280 7.667
H -9.743 -13.055 10.097
C -10.579 -21.996 6.738
C -9.846 -20.741 7.046
N -9.446 -19.944 6.135
N -9.930 -20.241 4.871
C -9.586 -19.412 3.900
N -10.112 -19.576 2.646
S -8.492 -18.029 4.040
C -9.269 -20.580 8.387
C -9.637 -21.410 9.425
C -9.222 -21.153 10.709
C -8.462 -20.063 10.967
C -8.091 -19.234 9.877
N -8.538 -19.506 8.657
H -11.130 -22.060 5.819
H -11.308 -22.231 7.526
H -9.953 -22.869 6.755
H -10.681 -20.367 2.459
H -9.659 -18.945 1.989
H -10.396 -22.175 9.246
H -9.487 -21.799 11.619
H -8.055 -19.910 11.971
H -7.495 -18.292 10.030
C -8.818 -9.990 -0.894
Si -8.090 -11.728 -0.398
C -6.762 -11.765 -1.744
C -6.936 -11.375 1.121
C -9.276 -13.050 -0.309
Si -10.817 -12.929 0.498
C -10.925 -11.298 1.466
C -11.218 -14.146 1.829
C -12.284 -13.115 -0.669
Si -8.456 -14.583 -0.741
C -9.621 -16.089 -0.656
C -7.713 -14.731 -2.457
C -7.123 -15.012 0.558
C -5.809 -15.261 0.201
C -4.808 -15.380 1.174
C -5.201 -15.364 2.529
C -6.559 -15.099 2.799
N -7.486 -14.920 1.867
H -7.911 -9.351 -0.808
H -9.564 -9.559 -0.194
H -9.096 -9.964 -1.934
H -6.200 -10.769 -1.709
H -7.253 -11.818 -2.683
H -6.089 -12.651 -1.582
H -6.070 -10.684 0.833
H -7.535 -10.934 1.950
H -6.526 -12.289 1.575
H -9.848 -10.995 1.740
H -11.517 -11.498 2.397
H -11.300 -10.449 0.948
H -10.351 -14.441 2.473
H -11.535 -15.043 1.278
H -12.034 -13.757 2.402
H -12.152 -12.433 -1.524
H -13.320 -13.004 -0.305
H -12.220 -14.107 -1.173
H -10.361 -16.215 -1.497
H -10.160 -16.256 0.274
H -8.966 -16.964 -0.696
H -8.316 -14.015 -3.002
H -7.940 -15.674 -2.883
H -6.619 -14.546 -2.534
H -5.508 -15.352 -0.888
H -3.789 -15.564 0.992
H -4.524 -15.384 3.283
H -6.999 -15.005 3.820
C -3.812 -18.583 5.739
C -5.065 -18.393 6.459
N -6.192 -18.843 6.021
O -6.098 -19.631 4.929
C -5.105 -17.572 7.726
C -4.121 -16.475 7.948
N -6.084 -17.839 8.515
O -6.137 -17.100 9.617
H -3.868 -19.635 5.477
H -2.931 -18.440 6.324
H -3.707 -17.966 4.815
H -6.863 -19.391 4.373
H -3.249 -16.710 8.462
H -4.654 -15.789 8.605
H -3.832 -16.027 7.018
C -12.192 -14.925 5.426
C -10.761 -15.351 5.562
C -9.685 -14.598 4.899
O -10.534 -16.366 6.179
H -12.307 -14.005 5.972
H -12.902 -15.687 5.790
H -12.345 -14.692 4.378
H -9.033 -14.249 5.744
H -10.033 -13.695 4.437
H -9.126 -15.226 4.168
```

Summary:
energy relative to the best compared isomer or geometry (same formula, charge and spin)	0.000	eV
LUMO	3.80	eV
largest force on an atom	3.999	eV/Å
frontier orbital gap	5.728	eV
HOMO	-0.071	Ha
calculated total energy	-3742.0602	Ha
total charge	-2

These are the Löwdin partial charges, in e, on atoms 1 to 2:
1. La 1.980
2. O 0.045


No. 2
Molecular formula: C36H54N9O2
Method: DFT, ωB97M-V/def2-TZVPD

```
101
C36H54N9O2, DFT ωB97M-V/def2-TZVPD
C -3.171 -3.148 3.784
C -3.463 -2.219 2.607
C -4.885 -2.418 2.058
N -5.533 -1.140 1.659
C -5.639 -0.913 0.301
N -4.918 0.001 -0.355
C -3.944 0.908 0.271
O -3.040 1.256 -0.720
C -1.711 1.478 -0.235
C -0.923 0.178 -0.044
O 0.339 0.357 -0.645
C 0.943 -0.851 -1.099
C 1.371 -1.780 0.030
C -5.206 -0.056 -1.698
C -6.135 -1.030 -1.853
N -6.389 -1.557 -0.604
C -7.346 -2.620 -0.308
H -3.427 -4.185 3.548
H -3.752 -2.849 4.662
H -2.115 -3.116 4.061
H -3.368 -1.175 2.930
H -2.726 -2.381 1.814
H -5.499 -2.888 2.831
H -4.845 -3.083 1.189
H -6.395 -0.948 2.154
H -4.482 1.779 0.663
H -3.484 0.367 1.103
H -1.749 2.069 0.686
H -1.204 2.065 -0.998
H -0.804 -0.056 1.023
H -1.475 -0.650 -0.513
H 1.826 -0.532 -1.656
H 0.271 -1.364 -1.799
H 2.182 -1.339 0.613
H 1.726 -2.723 -0.398
H 0.542 -2.020 0.701
H -4.724 0.588 -2.414
H -6.610 -1.379 -2.754
H -8.201 -2.215 0.233
H -7.687 -3.039 -1.254
H -6.866 -3.407 0.275
N -2.051 -6.749 0.560
C -1.977 -5.553 -0.096
C -3.230 -4.999 -0.088
C -4.091 -5.899 0.601
C -3.329 -6.970 0.987
H -1.282 -7.378 0.698
H -1.050 -5.201 -0.513
H -3.497 -4.055 -0.537
H -5.147 -5.785 0.785
H -3.591 -7.867 1.521
N 2.501 -2.806 -3.788
C 1.584 -2.119 -4.535
C 0.677 -3.023 -5.019
C 1.063 -4.308 -4.545
C 2.193 -4.140 -3.790
H 3.288 -2.397 -3.319
H 1.656 -1.052 -4.659
H -0.165 -2.793 -5.651
H 0.579 -5.248 -4.747
H 2.802 -4.854 -3.263
N 0.365 4.317 -1.124
C -0.652 4.730 -1.944
C -0.734 6.094 -1.856
C 0.274 6.520 -0.948
C 0.935 5.401 -0.515
H 0.659 3.365 -0.993
H -1.225 4.025 -2.523
H -1.432 6.719 -2.386
H 0.491 7.533 -0.653
H 1.760 5.287 0.167
N 4.661 6.842 3.750
C 3.908 7.666 2.957
C 2.940 6.903 2.363
C 3.119 5.566 2.814
C 4.191 5.561 3.667
H 5.452 7.121 4.299
H 4.123 8.718 2.880
H 2.187 7.263 1.683
H 2.527 4.706 2.547
H 4.653 4.762 4.220
N 3.639 -9.177 -5.961
C 2.500 -8.932 -6.677
C 2.258 -7.585 -6.631
C 3.293 -6.995 -5.855
C 4.130 -8.004 -5.457
H 4.055 -10.081 -5.829
H 1.965 -9.731 -7.161
H 1.436 -7.077 -7.105
H 3.409 -5.949 -5.626
H 5.030 -7.986 -4.866
N 6.746 9.624 5.657
C 7.969 9.093 5.970
C 8.671 10.042 6.661
C 7.841 11.191 6.767
C 6.660 10.904 6.138
H 6.018 9.161 5.148
H 8.235 8.091 5.678
H 9.670 9.928 7.047
H 8.084 12.123 7.250
H 5.773 11.495 5.993
```

Summary:
LUMO	-2.22	eV
largest force on an atom	0.373	eV/Å
frontier orbital gap	7.135	eV
HOMO	-0.344	Ha
calculated total energy	-2047.1395	Ha
total charge	+1

These are the Löwdin partial charges, in e, on atoms 1 to 2:
1. C -0.099
2. C -0.246


No. 3
Molecular formula: C36H54O27
Method: DFT, ωB97M-V/def2-TZVPD

```
117
C36H54O27, DFT ωB97M-V/def2-TZVPD
C -2.744 -1.697 -4.158
C -1.960 -1.078 -2.992
C -1.307 -2.084 -2.073
O 0.122 -1.874 -2.443
C 0.252 -0.847 -3.312
O 1.358 -0.540 -3.807
O -0.929 -0.291 -3.562
H -3.415 -2.316 -3.643
H -2.112 -2.128 -4.759
H -3.272 -0.973 -4.684
H -2.548 -0.517 -2.432
H -1.548 -3.113 -2.566
H -1.289 -1.977 -1.145
C 2.049 3.155 -1.101
C 1.589 1.709 -1.381
C 2.523 0.569 -0.923
O 1.718 -0.197 -0.177
C 0.420 0.276 -0.097
O -0.378 -0.253 0.512
O 0.295 1.438 -0.720
H 2.903 3.481 -1.758
H 2.201 3.117 -0.167
H 1.472 3.922 -1.232
H 1.505 1.644 -2.421
H 3.342 1.034 -0.293
H 3.025 -0.038 -1.725
C -0.876 -5.820 2.647
C -1.079 -4.462 3.250
C -1.345 -3.265 2.227
O -2.359 -2.419 2.894
C -2.881 -3.143 3.868
O -3.835 -2.762 4.536
O -2.332 -4.227 4.004
H -0.010 -5.930 2.047
H -1.620 -6.329 2.223
H -0.838 -6.603 3.555
H -0.170 -4.142 3.785
H -1.867 -3.809 1.387
H -0.378 -2.716 1.886
C 5.437 -0.884 -3.776
C 5.338 -2.072 -2.722
C 6.651 -2.709 -2.282
O 6.931 -2.155 -0.990
C 5.748 -1.783 -0.544
O 5.489 -1.556 0.709
O 4.805 -1.746 -1.466
H 4.487 -0.533 -3.866
H 5.825 -1.240 -4.732
H 6.113 -0.189 -3.396
H 4.673 -2.976 -3.194
H 7.472 -2.551 -2.925
H 6.668 -3.747 -2.088
C -2.128 2.704 -3.351
C -1.585 4.056 -3.953
C -2.462 4.895 -4.781
O -2.797 5.775 -3.851
C -1.968 5.871 -2.907
O -1.970 6.823 -2.115
O -1.188 4.892 -2.921
H -3.232 2.883 -3.032
H -1.513 2.489 -2.565
H -2.363 1.905 -4.162
H -0.689 3.902 -4.608
H -3.414 4.386 -5.107
H -2.021 5.498 -5.577
C 3.221 -4.418 0.651
C 2.132 -3.784 -0.238
C 2.204 -4.263 -1.660
O 0.987 -5.060 -1.880
C 0.190 -4.910 -0.828
O -0.996 -5.179 -0.756
O 0.908 -4.274 0.076
H 3.161 -3.873 1.790
H 4.264 -3.971 0.232
H 3.045 -5.348 0.754
H 2.123 -2.633 0.017
H 3.038 -4.765 -1.807
H 2.215 -3.536 -2.305
C -1.800 5.086 2.681
C -1.995 5.316 1.201
C -1.747 4.033 0.336
O -3.085 3.745 -0.075
C -3.912 4.695 0.281
O -5.088 4.761 -0.110
O -3.384 5.759 0.830
H -1.881 5.799 3.490
H -0.861 4.990 3.152
H -2.512 4.291 2.923
H -1.284 6.100 0.788
H -1.392 3.215 0.731
H -1.224 4.159 -0.628
C 0.798 -0.885 3.705
C 1.584 0.358 4.355
C 3.043 0.523 3.896
O 2.877 1.657 3.009
C 1.692 2.144 3.070
O 1.349 3.216 2.592
O 0.899 1.503 3.980
H 1.005 -1.196 2.613
H -0.336 -0.922 3.867
H 1.253 -1.785 4.417
H 1.567 0.225 5.365
H 3.465 -0.408 3.420
H 3.795 0.545 4.771
C -3.391 0.282 4.140
C -3.431 1.274 2.944
C -3.733 0.634 1.509
O -4.953 1.143 1.156
C -5.448 1.930 2.115
O -6.482 2.564 2.040
O -4.483 2.057 3.109
H -2.582 -0.367 4.230
H -4.416 -0.353 4.304
H -3.276 0.757 5.153
H -2.410 1.958 3.045
H -3.799 -0.473 1.564
H -2.900 0.948 0.934
```

Summary:
energy relative to the best compared isomer or geometry (same formula, charge and spin)	13.622	eV
SMILES	C[C@H]1COC(=O)O1.C[C@H]1COC(=O)O1.C[C@H]1COC(=O)O1.C[C@H]1COC(=O)O1.C[C@H]1COC(=O)O1.C[C@H]1COC(=O)O1.C[C@H]1COC(=O)O1.C[C@H]1COC(=O)O1.C[C@H]1COC(=O)O1
LUMO	-0.15	eV
largest force on an atom	11.385	eV/Å
frontier orbital gap	9.300	eV
HOMO	-0.347	Ha
calculated total energy	-3435.3130	Ha

These are the Löwdin partial charges, in e, on atoms 1 to 2:
1. C 0.038
2. C -0.277


No. 4
Molecular formula: C36H55Cl3N7O7P2SScSe
Method: DFT, ωB97M-V/def2-TZVPD

```
113
C36H55Cl3N7O7P2SScSe, DFT ωB97M-V/def2-TZVPD
Sc 0.713 -0.539 0.914
C 1.756 4.768 1.576
C 2.877 4.272 0.684
C 4.244 4.794 1.054
O 2.925 2.775 0.636
P 2.853 1.722 1.766
O 1.485 1.054 1.812
C 4.090 0.490 1.330
P 3.758 -0.369 -0.224
O 2.306 -0.823 -0.214
O 4.762 -1.529 -0.362
C 4.714 -2.743 0.522
C 6.143 -3.071 0.861
C 3.987 -3.835 -0.223
O 3.990 0.631 -1.367
C 5.053 0.747 -2.415
C 6.397 0.933 -1.750
C 4.977 -0.421 -3.372
O 3.225 2.430 3.079
C 3.247 1.801 4.438
C 4.686 1.561 4.816
C 2.521 2.755 5.351
H 1.533 5.802 1.313
H 2.038 4.734 2.629
H 0.843 4.188 1.431
H 2.657 4.512 -0.352
H 4.513 4.499 2.069
H 4.229 5.883 1.007
H 5.003 4.435 0.357
H 4.124 -0.254 2.141
H 5.061 0.987 1.255
H 4.165 -2.472 1.427
H 6.702 -3.305 -0.048
H 6.168 -3.940 1.519
H 6.632 -2.239 1.372
H 4.524 -4.096 -1.137
H 2.972 -3.532 -0.481
H 3.930 -4.721 0.411
H 4.752 1.658 -2.919
H 6.672 0.051 -1.167
H 6.405 1.816 -1.108
H 7.156 1.072 -2.521
H 5.351 -1.337 -2.912
H 5.592 -0.198 -4.245
H 3.951 -0.579 -3.713
H 2.708 0.856 4.374
H 5.235 2.505 4.849
H 5.184 0.881 4.121
H 4.720 1.105 5.807
H 3.049 3.708 5.411
H 2.474 2.321 6.351
H 1.501 2.933 5.006
Cl -8.702 -6.320 -3.409
C -7.713 -5.228 -2.515
C -8.250 -4.516 -1.459
C -7.439 -3.632 -0.768
C -6.099 -3.447 -1.094
C -5.298 -2.463 -0.273
C -4.292 -3.212 0.610
N -3.246 -2.325 1.121
C -3.397 -1.316 2.045
C -2.210 -0.663 2.085
N -1.341 -1.257 1.178
C -2.017 -2.244 0.615
O -4.580 -1.516 -1.026
C -5.419 -0.681 -1.835
C -6.389 0.093 -0.997
C -7.746 0.040 -1.102
Cl -8.659 -0.881 -2.221
S -8.546 1.033 0.043
C -7.055 1.518 0.724
C -6.000 0.954 0.078
C -5.588 -4.193 -2.158
Cl -3.917 -4.080 -2.662
C -6.383 -5.073 -2.872
H -9.291 -4.641 -1.192
H -7.866 -3.048 0.041
H -6.004 -1.931 0.374
H -3.802 -3.992 0.039
H -4.810 -3.669 1.448
H -4.314 -1.161 2.593
H -1.918 0.164 2.713
H -1.650 -2.920 -0.143
H -5.949 -1.274 -2.582
H -4.727 -0.017 -2.349
H -7.039 2.201 1.563
H -4.967 1.120 0.362
H -5.971 -5.633 -3.700
Se 3.382 -2.088 4.451
C 2.174 -1.938 3.209
N 1.386 -1.834 2.336
C -0.485 2.103 -0.449
N -0.321 0.686 -0.922
C 0.590 0.743 -2.121
N 0.086 1.609 -3.163
C -0.064 2.962 -2.615
N -0.993 2.985 -1.476
C -2.295 2.481 -1.934
N -2.179 1.116 -2.464
C -1.671 0.248 -1.423
C -1.235 1.127 -3.589
H 0.485 2.461 -0.118
H -1.174 2.098 0.397
H 0.699 -0.271 -2.506
H 1.561 1.104 -1.796
H -0.438 3.626 -3.392
H 0.912 3.324 -2.286
H -2.676 3.136 -2.715
H -2.999 2.490 -1.101
H -1.582 -0.767 -1.809
H -2.364 0.239 -0.586
H -1.619 1.780 -4.371
H -1.140 0.118 -3.992
```

Summary:
energy relative to the best compared isomer or geometry (same formula, charge and spin)	0.000	eV
LUMO	-4.53	eV
largest force on an atom	1.032	eV/Å
frontier orbital gap	7.992	eV
HOMO	-0.460	Ha
calculated total energy	-7938.3229	Ha
total charge	+2

These are the Löwdin partial charges, in e, on atoms 1 to 2:
1. Sc 0.999
2. C -0.025


Q: LUMO of number 4 (C36H55Cl3N7O7P2SScSe)?
A: -4.53 eV


Q: Which formula does entry 1 have?
A: C36H53LaN8O8SSi3